ORCA calculation (ωB97M-V with the def2-TZVPD basis set) on a cluster of 8 separate species, C32H68N4O16 in total.

Output
- SMILES = C[C@H]1COC(=O)O1.C[C@H]1COC(=O)O1.C[C@H]1COC(=O)O1.C[C@H]1COC(=O)O1.COC[C@H](C)N.COC[C@H](C)N.COC[C@H](C)N.COC[C@H](C)N
- HOMO (Eh) = -0.3346
- gap between HOMO and LUMO (eV) = 9.196
- LUMO energy (eV) = 0.09

Positions of all 120 atoms, in Å:
C1 0.11 -7.03 2.06
C2 -5.70 2.88 3.83
H1 0.92 -2.03 5.09
H2 0.93 -7.45 1.42
C3 -5.53 3.00 1.35
C4 1.35 -1.61 3.12
H3 5.41 1.55 0.85
C5 -1.80 1.30 -0.18
H4 2.49 -2.10 -3.47
H5 -0.26 -7.83 2.71
C6 4.63 1.67 0.14
H6 1.89 -0.74 3.43
H7 5.87 4.78 1.76
H8 -1.39 2.09 4.02
C7 3.47 0.31 -1.41
H9 0.02 3.65 0.03
H10 -2.36 1.01 5.02
O1 -2.20 3.90 1.67
H11 3.73 1.97 0.66
H12 0.16 -4.49 1.19
H13 2.49 0.39 -0.96
O2 4.47 0.42 -0.43
H14 -6.37 3.68 1.45
O3 0.03 -1.55 -0.86
C8 2.35 3.47 3.14
H15 3.15 1.79 3.93
H16 4.83 -1.84 -3.77
H17 -1.34 -1.25 3.28
C9 -1.63 1.04 4.24
H18 -1.79 -3.14 1.37
H19 2.42 0.22 -7.44
C10 -4.44 -2.65 -4.74
H20 0.50 -6.19 2.74
H21 -2.06 -1.46 -4.90
C11 -3.33 -2.32 -2.71
C12 0.36 -2.06 4.19
H22 1.06 4.85 4.18
H23 1.73 1.31 -4.03
H24 1.34 1.58 -7.78
C13 -3.29 3.39 1.70
C14 0.89 0.65 -5.87
C15 0.37 2.73 -0.35
C16 4.87 -1.02 -2.99
H25 0.25 4.14 2.81
H26 2.55 2.03 -5.42
H27 5.01 6.11 0.91
H28 -2.95 -3.08 0.22
H29 4.57 3.47 3.25
O4 -5.23 -2.56 -5.64
H30 -2.49 1.10 0.62
H31 -0.88 -1.75 -3.52
O5 -0.93 -6.47 1.30
H32 -5.33 3.89 4.01
O6 -3.43 -3.55 -4.73
H33 -2.16 2.00 -0.91
H34 3.72 4.81 4.15
C17 3.61 -1.05 -2.17
H35 -2.85 -1.45 -2.27
C18 -0.43 2.45 -5.53
H36 -0.91 -2.59 -5.09
H37 5.01 2.32 -0.65
H38 2.02 -2.40 2.81
O7 0.27 0.37 0.32
C19 1.42 0.63 -7.28
H39 3.78 -1.83 -1.40
C20 -0.37 -5.30 0.56
N1 2.45 -1.19 -2.96
H40 0.78 -0.12 -7.86
O8 -0.46 1.11 -5.86
H41 0.26 2.67 -1.47
O9 -1.58 0.05 -0.86
C21 3.75 4.16 3.19
H42 -2.70 -6.09 -0.64
H43 4.91 -0.04 -3.43
O10 -3.65 2.51 2.70
C22 -0.35 1.65 0.40
H44 -5.73 2.32 0.53
C23 -0.40 -0.47 -0.49
C24 -1.43 -4.58 -0.24
C25 -0.84 -1.14 4.24
C26 1.18 4.51 3.15
H45 5.73 -1.17 -2.36
H46 0.80 -1.39 2.19
H47 5.32 6.26 2.62
O11 -4.46 -1.90 -3.57
H48 -6.77 2.98 3.72
H49 -0.85 -3.75 -0.84
H50 0.82 -0.26 -5.38
C27 -2.49 -3.12 -3.67
O12 -1.41 3.13 -5.65
N2 -0.04 -3.42 3.99
H51 -2.15 -4.04 -3.17
C28 -5.05 2.27 2.61
N3 2.32 2.42 4.14
H52 1.47 1.87 4.03
H53 -5.29 1.16 2.59
H54 -0.84 -3.62 4.55
H55 1.54 5.41 2.67
O13 3.84 4.95 2.02
H56 1.68 -1.23 -2.26
H57 -5.44 2.29 4.71
H58 -1.55 -5.90 -1.77
O14 -0.46 0.22 4.37
H59 0.73 -4.04 4.23
C29 5.06 5.55 1.83
C30 -1.50 -2.18 -4.32
H60 -2.03 0.73 3.27
H61 -0.54 1.94 1.44
O15 -4.32 3.77 0.92
H62 3.48 1.07 -2.24
O16 0.73 2.83 -5.08
H63 0.37 -5.68 -0.10
H64 -3.07 -4.37 1.30
C31 1.59 1.68 -5.05
C32 -2.34 -3.77 0.72
H65 -1.44 -1.41 5.11
H66 2.32 2.93 2.20
H67 -3.76 -2.95 -1.90
H68 1.41 2.62 -0.15
N4 -2.15 -5.41 -1.13

Mulliken atomic charge list, values in e, 5 entries: number 1, C, carries -0.48; number 2, C, carries -1.55; number 3, H, carries 0.39; number 4, H, carries 0.26; number 5, C, carries -0.51

ORCA calculation (ωB97M-V with the def2-TZVPD basis set) on a structure of composition C29H23N4ORuS.

Output
- HOMO (spin up / spin down) (Eh) = -0.6493 / -0.6493
- gap between HOMO and LUMO (spin up / spin down) (eV) = 6.504 / 6.531
- LUMO energy (spin up / spin down) (eV) = -11.16 / -11.14
- net charge = +3

Positions of all 59 atoms, in Å:
C1 -2.44 -2.88 0.90
H1 -1.56 1.22 4.75
H2 1.68 -2.53 4.71
N1 -1.38 -0.11 2.34
N2 -0.31 1.72 -0.65
C2 -4.88 -0.53 -2.43
C3 -1.18 2.09 1.48
C4 0.81 0.96 -2.64
C5 0.29 -1.61 -1.82
H3 0.06 -2.61 -1.46
O1 -3.18 -0.02 0.04
H4 -2.35 -4.81 -2.45
C6 -1.04 -1.05 3.36
H5 -0.08 -3.59 6.08
H6 -1.54 3.70 4.93
C7 -3.30 -2.54 -0.16
C8 -2.35 -4.25 -1.52
C9 -5.37 -0.85 -1.16
C10 -3.28 -3.22 -1.37
H7 -7.86 -0.26 -3.99
C11 -1.13 3.47 1.57
C12 -2.05 -1.64 4.13
H8 -3.08 -1.36 3.97
C13 1.04 -1.40 -2.96
C14 -6.73 -0.94 -0.88
C15 -0.35 -2.87 5.31
C16 0.07 0.68 -1.51
H9 -7.09 -1.16 0.12
C17 0.64 -2.28 4.54
H10 1.08 -0.85 2.99
N3 -0.20 -0.59 -1.10
Ru1 -1.42 -0.60 0.58
C18 1.29 -0.11 -3.39
C19 -1.45 -4.57 -0.51
H11 -5.45 -0.06 -4.43
N4 -0.90 1.30 0.35
C20 -1.69 -2.55 5.11
H12 -8.69 -0.81 -1.73
H13 -2.64 -2.53 1.91
C21 -1.49 -3.89 0.70
H14 -1.27 5.11 2.94
H15 -3.97 -2.97 -2.16
C22 -1.45 1.84 3.87
H16 1.87 0.08 -4.28
C23 0.31 -1.35 3.57
C24 -1.44 3.23 3.96
C25 -1.36 1.28 2.61
C26 -5.79 -0.32 -3.44
H17 -2.45 -2.99 5.73
C27 -7.16 -0.43 -3.19
H18 -3.81 -0.43 -2.61
S1 -4.34 -1.14 0.20
H19 -0.75 -5.38 -0.65
H20 1.41 -2.25 -3.52
H21 -0.84 -4.18 1.52
H22 -0.98 4.08 0.69
H23 1.01 1.99 -2.90
C28 -7.63 -0.74 -1.92
C29 -1.29 4.03 2.83

Mulliken atomic charge list, values in e, 5 entries: number 1, C, carries -0.71; number 2, H, carries 0.55; number 3, H, carries 0.49; number 4, N, carries 0.80; number 5, N, carries -1.03

ORCA calculation (ωB97M-V with the def2-TZVPD basis set) on a cluster of 5 separate species, C31H47ClN2O5S in total.

Output
- SMILES = CCCNc1c(CCCCO)ccc2c1Nc1cccc(Cl)c1S2.CC(C)=O.CC(C)=O.CC(C)=O.CC(C)=O
- HOMO (Eh) = -0.2818
- energy relative to the best compared isomer or geometry (same formula, charge and spin) (kJ/mol) = 0.0
- gap between HOMO and LUMO (eV) = 8.160
- LUMO energy (eV) = 0.49

Positions of all 87 atoms, in Å:
H1 -5.69 5.60 4.07
H2 6.06 2.17 6.78
H3 -9.84 -0.06 -0.03
C1 -2.50 -1.93 -1.76
H4 3.05 -2.52 -2.23
C2 5.58 0.47 0.10
C3 5.92 3.00 1.15
C4 -6.16 4.92 4.77
H5 6.42 3.73 1.86
Cl1 4.36 5.29 0.01
O1 3.77 -4.02 -4.64
C5 -7.59 3.81 2.94
H6 -8.15 1.19 -2.47
C6 4.23 2.54 -0.87
C7 1.57 -1.06 -1.86
H7 5.87 -0.65 0.16
H8 -1.78 0.67 -1.90
C8 4.45 -2.90 0.51
H9 -5.44 -0.05 -0.03
H10 4.73 1.58 5.73
H11 7.36 -1.18 5.48
S1 2.93 3.09 -2.10
H12 -7.18 4.45 2.16
C9 4.89 3.52 0.12
H13 3.02 -4.60 0.86
H14 3.84 -1.35 -6.17
H15 4.11 -1.55 -4.42
H16 5.20 -2.76 -0.35
C10 0.00 -0.92 -1.83
H17 4.94 -3.32 1.46
H18 -3.03 -2.93 -1.97
C11 2.01 -3.06 -0.46
C12 3.42 -1.75 -5.25
C13 3.21 -3.23 -5.38
H19 -4.59 -1.91 1.14
H20 3.97 -1.89 0.74
C14 6.67 0.82 5.24
H21 -7.03 5.39 5.24
H22 -2.38 -1.43 0.46
H23 2.46 -1.26 -5.03
H24 1.28 -3.31 -6.30
H25 -8.09 -0.37 -0.28
H26 4.22 -0.87 -1.82
O2 -6.15 2.57 4.37
O3 -5.59 -0.93 -0.46
C15 2.28 -3.71 -6.47
H27 -8.52 4.24 3.33
C16 -8.88 1.80 -1.95
C17 2.44 0.24 -1.94
H28 -3.26 -0.14 -0.54
H29 -9.89 1.49 -2.22
H30 -8.75 2.85 -2.25
H31 6.99 -0.34 7.00
C18 6.23 1.47 1.13
H32 -8.66 0.38 1.23
C19 4.55 1.00 -0.93
H33 -7.81 2.83 2.52
C20 3.30 -3.92 -0.04
H34 -0.24 2.87 -2.07
H35 -0.63 -3.02 -2.50
H36 -0.70 -2.64 -0.64
H37 6.97 1.00 1.88
C21 6.67 -0.49 5.97
N1 2.11 -2.44 -1.82
C22 -0.64 0.51 -1.92
C23 -8.69 1.68 -0.46
O4 -8.42 2.65 0.22
N2 3.91 0.10 -1.93
C24 -4.56 -1.87 0.00
C25 -0.92 -2.24 -1.70
H38 5.66 -0.93 5.95
C26 0.21 1.82 -2.03
C27 -8.83 0.31 0.15
H39 1.82 -2.21 0.30
H40 3.74 -4.55 -0.88
H41 -2.65 -1.21 -2.65
O5 7.37 0.99 4.25
C28 -3.10 -1.28 -0.42
H42 1.12 -3.79 -0.49
H43 -4.80 -2.87 -0.47
H44 2.66 -3.40 -7.44
C29 5.77 1.91 5.76
C30 1.74 1.65 -2.03
H45 -5.44 4.66 5.55
H46 5.88 2.80 5.13
C31 -6.59 3.66 4.06
H47 2.23 -4.80 -6.44

Mulliken atomic charge list, values in e, 5 entries: number 1, H, carries 0.31; number 2, H, carries 0.35; number 3, H, carries 0.40; number 4, C, carries -1.03; number 5, H, carries 0.35

Number 1: largest force on an atom 3.07 eV/A. Number 2: largest force on an atom 0.17 eV/A. Number 3: largest force on an atom 4.74 eV/A.